Record 1
DFT (ωB97M-V/def2-TZVPD) results for 2 unconnected molecules or ions with the total composition C6H16N2 in a non-equilibrium geometry.

Geometry as XYZ:
```
24
Properties=species:S:1:pos:R:3:lowdin_charge:R:1
C -0.71430 -1.63209 1.81391 -0.010
C -0.70893 -2.17533 0.59002 -0.205
C -1.81149 -2.12199 -0.43316 -0.298
N -1.40232 -1.48917 -1.71898 -0.010
H 0.09489 -1.70789 2.51091 0.040
H -1.66985 -1.22373 2.18623 0.065
H 0.17547 -2.82187 0.28825 0.112
H -2.20644 -3.15989 -0.61321 0.109
H -2.62666 -1.52318 0.05297 0.113
H -2.14096 -1.31155 -2.38088 0.057
H -0.67877 -2.04311 -2.13704 0.050
C 2.32322 1.15854 1.32924 -0.112
C 1.84146 1.63382 -0.07680 -0.338
N 0.46219 2.00272 0.04958 -0.169
C -0.16773 2.18604 -1.23077 -0.169
H 3.36555 0.80971 1.42941 0.058
H 1.72977 0.25550 1.61615 0.051
H 2.14761 2.00254 2.10437 0.091
H 1.91920 0.77073 -0.78333 0.114
H 2.55485 2.41512 -0.47745 0.114
H 0.41319 2.87766 0.55638 0.101
H -1.27772 2.43138 -0.99791 0.101
H 0.32273 3.06110 -1.83007 0.097
H -0.11545 1.27864 -1.79362 0.040
```

Results
Multiplicity: 1
HOMO level: -0.3159 Ha
Energy relative to the best compared isomer or geometry (same formula, charge and spin): 211.08 kJ/mol
Kohn-Sham gap: 9.74 eV
SMILES string: C=CCN.CCNC
LUMO: 0.04210 Ha
Net charge: 0



Record 2
DFT (ωB97M-V/def2-TZVPD) results for a single C6H16N2 molecule in a non-equilibrium geometry.

Geometry as XYZ:
```
24
Properties=species:S:1:pos:R:3:lowdin_charge:R:1
C 0.01164 3.47389 -0.00568 -0.091
C 0.52000 1.93782 -0.09527 -0.237
C -0.58707 1.05507 0.50356 -0.203
C -0.10956 -0.38543 0.13878 -0.496
C -1.01221 -1.22356 1.01650 -0.138
N -0.27153 -2.68029 1.07668 -0.003
N 0.05778 -0.65201 -1.22683 -0.118
C 1.33086 -1.35244 -1.48133 -0.110
H 0.87453 4.06457 -0.17803 0.041
H -0.29556 3.82542 0.91128 0.026
H -0.78974 3.60351 -0.73489 0.070
H 0.74283 1.65257 -1.15009 0.100
H 1.43664 1.72095 0.55753 0.121
H -1.55049 1.28857 0.01613 0.111
H -0.73944 1.25321 1.68176 0.157
H 0.88549 -0.55559 0.63342 0.137
H -1.93667 -1.38410 0.54030 0.087
H -1.00234 -0.95402 2.05240 0.098
H -0.29479 -3.15531 1.90836 -0.005
H -0.61692 -3.25650 0.29030 0.061
H -0.83162 -1.07055 -1.58692 0.134
H 1.26185 -2.14383 -0.49752 0.120
H 2.12853 -0.56749 -1.52551 0.084
H 1.30207 -2.02737 -2.32680 0.055
```

Results
Multiplicity: 1
HOMO level: -0.2974 Ha
Energy relative to the best compared isomer or geometry (same formula, charge and spin): 296.82 kJ/mol
Kohn-Sham gap: 9.14 eV
SMILES string: CCC[C@@H](CN)NC
LUMO: 0.03848 Ha
Net charge: 0



Record 3
DFT (ωB97M-V/def2-TZVPD) results for a single C6H16N2O2S2 molecule in a non-equilibrium geometry.

Geometry as XYZ:
```
28
Properties=species:S:1:pos:R:3:lowdin_charge:R:1
C 3.77340 1.57275 0.48150 -0.112
N 4.05309 0.34668 -0.34927 -0.106
C 3.09451 -0.65539 0.09462 -0.284
C 1.85557 -0.71417 -0.95946 -0.599
S 0.87525 -2.10199 -0.78811 0.812
S -0.29319 -1.23063 0.72861 0.598
O 0.70278 -0.09683 1.13235 -0.452
O -0.82128 -2.33188 1.62777 -0.402
C -1.76514 -0.47711 -0.01900 -0.278
C -2.72456 0.31084 0.82636 -0.230
N -3.74754 0.95326 -0.03599 -0.169
C -4.57976 0.18485 -0.83480 -0.199
H 3.66433 1.38464 1.54213 0.079
H 4.45715 2.32936 0.43294 0.044
H 2.80383 1.86083 0.22601 0.055
H 5.05169 0.18314 -0.04408 0.120
H 3.50648 -1.64841 0.27921 0.107
H 2.67571 -0.39373 1.06843 0.069
H 2.34694 -0.73573 -1.92475 0.076
H 1.48524 0.23515 -1.06025 0.045
H -1.29381 0.15588 -0.77696 0.103
H -2.14950 -1.28361 -0.55756 0.061
H -2.31561 1.03438 1.56916 0.142
H -3.34083 -0.14876 1.48396 0.081
H -3.13243 1.39924 -0.90747 0.167
H -5.13005 -0.39882 -0.20039 0.043
H -5.16258 0.84517 -1.65177 0.140
H -3.88971 -0.57911 -1.38319 0.090
```

Results
Multiplicity: 1
HOMO level: -0.3351 Ha
Energy relative to the best compared isomer or geometry (same formula, charge and spin): 364.70 kJ/mol
Kohn-Sham gap: 9.50 eV
SMILES string: CNCCSS(=O)(=O)CCNC
LUMO: 0.01422 Ha
Net charge: 0